# 1
A structure of composition C28H33BF6LaN11O4S4Si. Source: the OMol25 dataset; level of theory: ωB97M-V/def2-TZVPD.

CARTESIAN COORDINATES (ANGSTROEM)
La 0.3791 0.4608 0.6978
C 3.0989 3.6020 2.9877
C 2.7860 2.3355 2.4935
N 1.7147 2.3945 1.7082
N 1.3155 3.6829 1.6798
C 2.1321 4.4241 2.4421
B 0.0479 4.1394 0.9079
N 0.1518 3.7450 -0.5826
C -0.0263 4.5422 -1.6452
C 0.1014 3.7830 -2.7911
C 0.3644 2.4966 -2.3182
N 0.3936 2.4802 -0.9887
N -1.2163 3.5013 1.5284
C -2.1577 4.1096 2.2650
C -3.0732 3.1631 2.6777
C -2.5922 1.9692 2.1388
N -1.4765 2.1782 1.4474
H 3.9037 3.8797 3.6432
H 3.2728 1.3881 2.6674
H 1.9613 5.4823 2.5413
H -0.0407 5.3327 0.9931
H -0.2260 5.5904 -1.5055
H 0.0288 4.1128 -3.8115
H 0.5373 1.5835 -2.8650
H -2.1076 5.1716 2.4339
H -3.9482 3.3143 3.2832
H -2.9873 0.9694 2.2221
F 4.3727 -3.3418 1.3501
C 3.0757 -3.5985 1.4162
F 2.8358 -4.8013 0.9053
F 2.6795 -3.5655 2.6805
S 2.1029 -2.3342 0.4908
O 0.7269 -2.7175 0.5759
O 2.4215 -1.0395 1.1025
N 2.7386 -2.4283 -0.9593
S 2.6011 -1.0966 -1.7964
O 2.9071 -1.3053 -3.1728
O 1.3873 -0.3603 -1.4497
C 3.9687 0.0541 -1.1926
F 4.6164 0.5357 -2.2479
F 3.4421 1.0772 -0.5208
F 4.8324 -0.5853 -0.4158
C 0.1410 -2.2551 6.3900
Si -1.5796 -1.7281 5.8868
C -1.9650 0.0114 6.4527
C -2.8056 -2.8946 6.7059
C -1.8436 -1.8753 4.0227
C -2.8038 -2.7301 3.5112
C -3.0337 -2.8440 2.1372
C -2.2958 -2.0357 1.3044
N -1.3838 -1.1760 1.7674
C -1.1075 -1.1152 3.0828
S 0.2071 -0.0605 3.5492
H 0.2243 -2.2528 7.4792
H 0.8979 -1.5890 5.9800
H 0.3531 -3.2667 6.0383
H -1.7903 0.1139 7.5256
H -3.0134 0.2481 6.2583
H -1.3484 0.7425 5.9315
H -2.7075 -2.8154 7.7905
H -2.6269 -3.9372 6.4376
H -3.8389 -2.6502 6.4539
H -3.3912 -3.3403 4.1870
H -3.7588 -3.5369 1.7360
H -2.4092 -2.0711 0.2266
N -1.6381 0.1830 -0.9492
C -2.5052 0.0246 -1.6818
C -3.5771 -0.1923 -2.6053
C -4.8255 -0.5739 -2.1215
C -5.8539 -0.7955 -3.0214
C -5.6297 -0.6369 -4.3823
C -4.3801 -0.2586 -4.8550
C -3.3424 -0.0337 -3.9676
H -4.9794 -0.6929 -1.0578
H -6.8296 -1.0910 -2.6618
H -6.4363 -0.8117 -5.0819
H -4.2131 -0.1428 -5.9168
H -2.3585 0.2459 -4.3165
C -0.4743 -6.3202 -4.1033
N -0.8474 -5.0965 -3.4321
C -0.1235 -3.9618 -3.4479
N 1.1269 -4.0498 -3.9546
S -0.7191 -2.5081 -2.8762
H -1.3307 -6.9898 -4.1041
H 0.3408 -6.8365 -3.5889
H -0.1788 -6.1351 -5.1388
H -1.7978 -4.9701 -3.1281
H 1.5960 -4.9374 -4.0200
H 1.7079 -3.2293 -3.8586

Summary:
Net charge ... 0
M ... 1007.7 g mol⁻¹
E_tot ... -4528.273224 Ha
HOMO ... -7.25 eV

---

# 2
A structure of composition C28H33ClF3I2N3OSSi2TcTe. Source: the OMol25 dataset; level of theory: ωB97M-V/def2-TZVPD.

CARTESIAN COORDINATES (ANGSTROEM)
Tc -0.5677 -0.2452 0.5878
F 3.2781 2.7370 -2.3249
C 2.7758 3.2935 -1.2171
F 3.4435 2.7962 -0.1640
F 2.9935 4.6088 -1.2723
C 1.2894 3.0213 -1.0603
C 0.3621 3.9757 -1.4387
C -1.0049 3.7459 -1.2741
C -1.4106 2.5474 -0.7451
N -0.5096 1.6045 -0.4065
C 0.8097 1.8255 -0.5325
S 1.6698 0.4622 0.1474
H 0.7104 4.9159 -1.8483
H -1.7365 4.4964 -1.5402
H -2.4544 2.3100 -0.5904
I -0.8620 -4.5064 3.4906
C -0.8788 -2.5164 4.0524
C -0.9856 -2.1572 5.4203
C -0.9956 -0.8486 5.8141
I -1.1283 -0.4108 7.8368
C -0.9075 0.1889 4.8394
C -0.9409 1.5707 5.1011
C -0.8445 2.4759 4.0694
C -0.7112 2.0186 2.7642
N -0.6939 0.7212 2.4650
C -0.7957 -0.1961 3.4945
C -0.7774 -1.5402 3.1022
O -0.6734 -1.7668 1.7542
H -1.0592 -2.9429 6.1601
H -1.0397 1.9145 6.1238
H -0.8667 3.5408 4.2544
H -0.6033 2.7168 1.9448
Cl 2.0233 -4.4044 -2.3543
C 0.5480 -3.7065 -1.8213
C -0.6510 -4.3949 -1.9141
C -1.8052 -3.7649 -1.4783
C -1.7191 -2.4908 -0.9643
N -0.5523 -1.8252 -0.8711
C 0.5690 -2.4341 -1.2900
H -0.6760 -5.3990 -2.3192
H -2.7661 -4.2574 -1.5331
H -2.6095 -1.9715 -0.6285
H 1.4996 -1.8930 -1.2082
C 3.6274 -2.3991 -6.5773
Si 3.2210 -0.9450 -5.5068
C 3.1926 0.6614 -6.4307
C 4.3131 -0.8732 -3.9974
C 1.4567 -1.2779 -4.8416
Te 0.7665 0.2731 -3.5784
C -0.8042 0.9380 -4.8460
Si -2.4134 -0.0366 -4.6653
C -3.6160 0.5662 -5.9338
C -2.0492 -1.8473 -4.8752
C -3.0858 0.2954 -2.9516
H 4.6470 -2.3306 -6.9708
H 2.9490 -2.4644 -7.4317
H 3.5555 -3.3284 -6.0060
H 4.1692 0.8702 -6.8792
H 2.9561 1.4963 -5.7649
H 2.4580 0.6419 -7.2407
H 5.2781 -0.4089 -4.2223
H 4.5139 -1.8797 -3.6178
H 3.8607 -0.2849 -3.1922
H 1.4986 -2.2042 -4.2590
H 0.7321 -1.3927 -5.6492
H -0.4379 0.8765 -5.8750
H -0.9624 1.9955 -4.6145
H -3.3141 0.2666 -6.9407
H -3.7091 1.6548 -5.9172
H -4.6090 0.1435 -5.7488
H -1.4190 -2.2374 -4.0702
H -1.5350 -2.0288 -5.8232
H -2.9774 -2.4291 -4.8969
H -3.3466 1.3543 -2.8522
H -2.3531 0.0345 -2.1799
H -3.9999 -0.2827 -2.7763

Summary:
Net charge ... +2
M ... 1087.7 g mol⁻¹
Multiplicity ... 4
E_tot ... -4007.009444 Ha
HOMO (alpha / beta) ... -12.03 / -12.01 eV

---

What is the formula in the first record?
C28H33BF6LaN11O4S4Si

---

Among the records above, which one has the highest E_tot?
C28H33ClF3I2N3OSSi2TcTe

---

What is the M in the second record?
1087.7 g mol⁻¹